(1)
The following is a quantum chemistry calculation of C22H50F6K2NO14S2 as an isolated structure at a distorted geometry, from the OMol25 dataset.

The geometry in ORCA input format:
```
! wB97M-V def2-TZVPD RIJCOSX def2/J DEFGRID3
* xyz 0 2
K -2.440 -0.114 2.197
K 4.333 0.251 -0.511
C 1.694 -2.493 -2.660
F 2.883 -3.072 -2.412
F 1.837 -1.555 -3.658
F 0.808 -3.367 -3.123
S 0.952 -1.743 -1.075
O -0.467 -1.944 -1.253
O 1.550 -2.522 0.020
N 1.741 -0.103 -1.001
S 0.490 0.819 -0.964
O -0.307 0.778 -2.198
O -0.350 0.694 0.243
C 1.261 2.658 -0.909
F 0.456 3.599 -1.202
F 1.793 2.855 0.295
F 2.196 2.664 -1.823
C 0.728 -0.204 3.917
O -0.064 -1.044 3.159
C 0.012 -2.391 3.495
C -0.670 -3.227 2.515
O -2.058 -2.873 2.402
C -2.791 -3.515 1.473
H 0.168 0.365 4.659
H 1.118 0.597 3.289
H 1.602 -0.656 4.385
H -0.405 -2.488 4.497
H 1.038 -2.752 3.572
H -0.557 -4.310 2.563
H -0.312 -2.956 1.521
H -2.895 -4.495 1.940
H -2.428 -3.501 0.446
H -3.823 -3.165 1.462
C 1.659 3.899 3.137
O 0.617 4.849 3.360
C 0.907 6.062 4.054
C 1.047 5.843 5.622
O -0.112 5.289 6.303
C -1.374 5.958 6.183
H 1.862 3.590 4.163
H 2.483 4.282 2.536
H 1.293 2.940 2.769
H 0.234 6.893 3.842
H 1.834 6.487 3.670
H 1.163 6.844 6.037
H 1.854 5.219 6.006
H -1.624 6.251 5.163
H -1.231 6.889 6.732
H -2.132 5.370 6.700
C -2.327 3.180 0.723
O -2.306 2.601 2.027
C -2.314 3.495 3.139
C -1.756 2.788 4.387
O -2.627 1.663 4.654
C -2.685 1.425 6.000
H -2.577 2.443 -0.040
H -1.402 3.640 0.375
H -3.093 3.950 0.630
H -3.353 3.796 3.272
H -1.737 4.409 2.998
H -1.887 3.564 5.141
H -0.699 2.627 4.177
H -1.670 1.188 6.317
H -3.387 0.666 6.348
H -3.006 2.387 6.398
C 3.489 2.047 -4.696
O 2.786 1.675 -5.855
C 3.358 0.766 -6.749
C 2.245 0.466 -7.751
O 1.106 -0.189 -7.201
C 1.278 -1.592 -7.028
H 3.750 1.240 -4.011
H 2.986 2.855 -4.165
H 4.469 2.318 -5.089
H 3.611 -0.149 -6.213
H 4.224 1.146 -7.291
H 2.595 -0.194 -8.544
H 1.894 1.346 -8.290
H 0.455 -1.960 -6.416
H 2.280 -1.913 -6.743
H 1.208 -2.133 -7.972
C 0.834 -7.803 -3.572
O -0.534 -7.741 -3.892
C -0.950 -6.399 -3.629
C -2.501 -6.293 -3.753
O -3.132 -4.986 -3.833
C -2.798 -3.987 -2.834
H 1.234 -8.798 -3.772
H 0.954 -7.548 -2.519
H 1.381 -6.990 -4.049
H -0.602 -5.671 -4.361
H -0.617 -5.958 -2.689
H -2.908 -6.798 -2.877
H -2.732 -6.797 -4.691
H -2.769 -4.455 -1.850
H -3.540 -3.195 -2.727
H -1.802 -3.586 -3.022
*
```

Output
* total energy: -124394.943 eV
* Kohn-Sham gap (alpha / beta): 2.63 / 8.85 eV
* <S²>: 0.7502

---

(2)
The following is a quantum chemistry calculation of a 15-piece molecular cluster, C38H92F6N10O14 overall at a distorted geometry, from the OMol25 dataset.

The geometry in ORCA input format:
```
! wB97M-V def2-TZVPD RIJCOSX def2/J DEFGRID3
* xyz 8 1
C 3.314 -7.025 2.484
C 4.284 -7.017 1.255
O 5.325 -7.553 0.831
N -0.355 -5.090 12.329
H -0.249 -4.448 13.109
H 4.648 -0.740 -0.025
C -0.118 -4.427 11.313
H 2.866 -6.012 2.768
H 3.759 -7.495 3.344
H 2.651 -7.659 1.911
H -0.173 -4.953 10.265
H 5.971 -16.242 -0.217
H 0.279 -3.357 11.235
C -7.067 -1.291 11.950
C -6.601 -2.527 12.531
O -6.785 -2.994 13.625
N -5.661 -3.461 11.711
H -5.087 -4.046 12.349
H -6.250 -4.257 11.324
C -4.727 -2.976 10.586
H -7.547 -0.701 12.740
H -7.754 -1.667 11.179
H -6.290 -0.774 11.391
H -4.167 -3.836 10.231
H -4.132 -2.204 11.066
H -5.424 -2.637 9.838
C -2.826 6.180 -6.094
C -2.247 7.296 -6.905
O -1.593 7.268 -7.875
N -2.583 8.784 -6.324
H -2.303 9.425 -7.058
H -3.560 8.787 -6.174
C -1.914 9.062 -5.030
H -3.898 6.457 -5.953
H -2.372 6.142 -5.112
H -2.781 5.217 -6.632
H -2.630 8.875 -4.163
H -1.617 10.099 -5.032
H -0.977 8.487 -4.880
C 10.152 3.837 -4.745
C 8.736 3.462 -4.921
O 7.804 4.102 -4.365
N 8.592 2.330 -5.676
H 2.026 10.341 -3.459
H 9.491 1.928 -5.991
C 7.346 1.726 -5.831
H 10.138 4.810 -4.215
H 10.760 3.689 -5.669
H 10.486 3.036 -4.043
H 6.936 1.642 -6.832
H 6.743 2.354 -5.196
H 7.453 0.752 -5.450
C -1.010 -15.227 0.200
C -2.514 -15.189 0.327
O -3.291 -15.946 0.790
N -3.157 -13.887 -0.200
H -3.767 -13.601 0.578
H -2.553 -13.065 -0.392
C -3.947 -14.152 -1.497
H -0.773 -15.244 -0.879
H -0.694 -16.109 0.698
H -0.701 -14.331 0.719
H -4.346 -13.153 -1.730
H -4.657 -14.917 -1.235
H -3.195 -14.527 -2.213
C 7.474 -8.320 -4.128
C 7.010 -7.614 -2.907
O 5.932 -7.272 -2.692
N 8.187 -7.226 -2.023
H 8.446 -7.962 -1.340
H 9.031 -7.246 -2.583
C 7.877 -5.944 -1.329
H 7.289 -7.565 -4.943
H 6.601 -8.998 -4.232
H 8.416 -8.771 -4.343
H 8.605 -5.588 -0.621
H 6.856 -6.064 -1.021
H 7.773 -5.177 -2.097
C 8.991 5.375 4.655
C 8.123 4.287 5.221
O 7.826 3.218 4.854
N 7.356 4.757 6.496
H 7.856 5.457 7.121
H 6.490 5.199 6.126
C 6.771 3.607 7.373
H 9.494 5.771 5.502
H 8.284 6.147 4.255
H 9.779 4.987 3.968
H 7.622 3.016 7.701
H 6.109 2.983 6.789
H 6.347 4.153 8.224
C -7.511 16.391 1.416
C -7.314 15.146 7.334
O -7.174 15.689 6.368
N -7.648 15.177 8.679
H -8.601 14.706 8.457
H -7.063 14.364 9.179
C -7.526 16.666 9.463
H -6.814 15.960 0.672
H -8.187 17.214 1.294
H -7.523 15.789 2.312
H -6.613 17.036 9.073
H -7.529 16.538 10.575
H -8.420 17.242 9.158
C -11.428 -3.610 -1.583
C -12.792 -3.838 -1.073
O -13.720 -3.108 -1.146
N -12.907 -5.172 -0.283
H -12.824 -5.954 -0.989
H -12.066 -5.237 0.339
C -14.212 -5.376 0.434
H -10.792 -3.173 -0.831
H -11.562 -2.919 -2.436
H -11.045 -4.564 -1.855
H -14.939 -4.807 -0.188
H -14.248 -4.968 1.418
H -14.462 -6.460 0.413
C 0.414 -6.523 -11.991
C 0.448 -6.183 -13.452
O 1.373 -5.816 -14.088
N -0.985 -6.152 -14.257
H -1.404 -5.245 -13.929
H -0.742 -6.066 -15.244
C -1.967 -7.270 -14.110
H 1.255 -5.928 -11.595
H 0.647 -7.583 -11.756
H -0.509 -6.224 -11.413
H -1.447 -8.211 -14.054
H -2.547 -7.302 -15.031
H -2.607 -6.958 -13.235
C 2.043 9.102 -2.060
O 3.396 8.846 -2.154
O 1.407 9.785 -3.087
C 1.303 7.637 -2.096
F 0.028 7.836 -1.779
F 1.288 7.007 -3.285
F 1.900 6.843 -1.266
C 4.305 9.807 -1.634
C 4.986 9.196 -0.449
H 5.540 9.850 0.219
H 4.220 8.623 0.089
H 5.656 8.485 -0.846
H 3.705 10.731 -1.437
H 4.999 10.120 -2.486
H 1.884 9.494 -1.034
C 2.792 -0.909 -0.594
O 2.616 -0.044 0.518
O 4.144 -1.058 -0.807
C 2.167 -2.359 -0.236
F 0.977 -2.178 0.336
F 1.987 -3.208 -1.177
F 3.069 -2.870 0.670
C 1.375 0.613 0.619
C 1.773 1.945 1.296
H 2.152 1.696 2.302
H 2.600 2.402 0.795
H 0.876 2.560 1.428
H 0.720 -0.045 1.230
H 0.902 0.790 -0.357
H 2.168 -0.534 -1.454
*
```

Output
* total energy: -100668.125 eV
* Kohn-Sham gap: 1.52 eV